w | {"formula": "C4H12N3", "method": "the ωB97M-V functional and the def2-TZVPD basis", "smiles": "N/C=[NH+]\\CCCN", "charge": 1, "species": ["C", "C", "C", "N", "C", "N", "N", "H", "H", "H", "H", "H", "H", "H", "H", "H", "H", "H", "H"], "positions_angstrom": [[0.3778, 1.8536, -0.0738], [1.2121, 0.6383, -0.4682], [0.3823, -0.4510, -1.1894], [-1.5351, -1.2971, 0.6501], [-0.4563, -2.0357, 0.4945], [0.3955, -1.7170, -0.4625], [-0.6634, 1.4332, 0.8967], [1.0168, 2.5903, 0.4054], [-0.1442, 2.2906, -0.9149], [1.6642, 0.1370, 0.3791], [2.0768, 0.9667, -1.0294], [0.8480, -0.6971, -2.1383], [-0.6497, -0.1702, -1.3920], [-2.2609, -1.6273, 1.2708], [-0.2471, -2.9755, 0.9954], [0.8828, -2.4614, -0.9366], [-1.3342, -0.2320, 0.7395], [-1.3156, 2.2181, 0.9548], [-0.2496, 1.5365, 1.8187]]}

=====

x | {"formula": "C4H12N3", "method": "the ωB97M-V functional and the def2-TZVPD basis", "charge": 1, "species": ["C", "C", "C", "C", "N", "N", "N", "H", "H", "H", "H", "H", "H", "H", "H", "H", "H", "H", "H"], "positions_angstrom": [[-1.7286, -1.3203, -0.4266], [0.5568, -1.9310, -0.1336], [-0.5204, 2.2773, -0.0276], [1.9829, -1.6285, 0.0549], [-0.3320, -1.0453, -0.2663], [-0.4542, 3.5175, 0.4393], [0.3240, 1.3463, 0.1984], [-2.2855, -0.7471, 0.3151], [-2.0465, -0.9932, -1.4167], [0.2867, -2.9885, -0.1572], [-1.3774, 2.0528, -0.6514], [2.2799, -1.9162, 1.0642], [2.2133, -0.5790, -0.1008], [2.5745, -2.2394, -0.6243], [0.0126, 0.1182, -0.1006], [-1.1281, 4.2246, 0.1951], [0.3287, 3.8084, 1.0066], [1.1068, 1.5835, 0.7956], [-1.9562, -2.3804, -0.3076]]}

=====

It comes down to x, which is 1.2 kcal/mol more stable than the next structure.

=====

w | {"formula": "C4H12N3", "method": "the ωB97M-V functional and the def2-TZVPD basis", "smiles": "N/C=N/CCC[NH3+]", "charge": 1, "species": ["C", "C", "C", "N", "C", "N", "N", "H", "H", "H", "H", "H", "H", "H", "H", "H", "H", "H", "H"], "positions_angstrom": [[1.0288, -0.9307, 1.5058], [1.5644, -0.8943, 0.0595], [0.4556, -0.7087, -0.9902], [-2.1699, 1.7327, -1.0846], [-1.0937, 1.0919, -1.5715], [-0.2151, 0.5806, -0.7816], [0.0891, 0.2259, 1.7114], [1.8612, -1.0260, 2.2084], [0.4256, -1.8442, 1.5855], [2.3474, -0.1540, -0.0363], [1.9880, -1.8747, -0.2250], [0.7991, -0.6670, -2.0363], [-0.2953, -1.5544, -0.7552], [-2.6427, 2.3789, -1.6953], [-2.5543, 1.5324, -0.1840], [-1.0268, 0.6866, -2.5865], [-0.1792, 0.5894, 0.6139], [0.4528, 0.9669, 2.2906], [-0.8349, -0.1314, 1.9715]]}

=====

x | {"formula": "C4H12N3", "method": "the ωB97M-V functional and the def2-TZVPD basis", "charge": 1, "species": ["C", "C", "N", "H", "H", "H", "H", "H", "C", "C", "N", "N", "H", "H", "H", "H", "H", "H", "H"], "positions_angstrom": [[-3.4648, -0.8169, 1.3250], [-2.0126, -1.1025, -0.4407], [-2.0968, -0.8097, 0.7881], [-3.5256, -1.5169, 2.1561], [-4.2034, -1.0440, 0.5564], [-3.6557, 0.1746, 1.7372], [-1.0473, -1.0724, -0.9428], [-2.8769, -1.3947, -1.0405], [1.4415, 0.7167, 0.1231], [2.3659, 1.0410, -0.7947], [3.6400, 0.2961, -0.7678], [0.1833, 1.1982, 0.2328], [1.6696, -0.0326, 0.8789], [2.2714, 1.7497, -1.5992], [4.3831, 0.7647, -0.2342], [3.5399, -0.6249, -0.3352], [4.0438, 0.1370, -1.6937], [-0.1332, 1.7890, -0.5222], [-0.5222, 0.5476, 0.5737]]}

=====

y | {"formula": "C4H12N3", "method": "the ωB97M-V functional and the def2-TZVPD basis", "charge": 1, "species": ["C", "C", "C", "N", "C", "N", "N", "H", "H", "H", "H", "H", "H", "H", "H", "H", "H", "H", "H"], "positions_angstrom": [[1.5939, 0.2069, 1.1324], [0.5689, -0.9281, 0.8622], [1.0769, -2.3657, 1.0046], [-3.1297, 1.2919, -1.8068], [-1.7554, 1.0801, -1.8872], [-0.9906, 1.0959, -0.8839], [1.1159, 1.4364, 0.6045], [1.6484, 0.2727, 2.2756], [2.6837, -0.0147, 0.8570], [-0.3228, -0.7529, 1.4640], [0.2732, -0.8172, -0.2080], [1.9284, -2.5712, 0.3089], [1.4505, -2.7495, 1.9548], [-3.5414, 1.4884, -2.7054], [-3.4106, 1.9330, -1.0766], [-1.5312, 0.8367, -2.9552], [0.2688, -3.0160, 0.6784], [0.2942, 1.3821, -0.0609], [1.7790, 2.1911, 0.4417]]}

=====

z | {"formula": "C4H12N3", "method": "the ωB97M-V functional and the def2-TZVPD basis", "charge": 1, "species": ["C", "C", "C", "C", "N", "N", "N", "H", "H", "H", "H", "H", "H", "H", "H", "H", "H", "H", "H"], "positions_angstrom": [[-1.7869, -3.8071, 0.0954], [1.7294, 3.1310, 0.2673], [1.1738, 1.7464, 0.6493], [-0.1794, -0.1097, -0.3500], [-0.8231, -2.9552, -0.1005], [-1.1835, -0.5997, -0.9454], [0.1478, 1.1354, -0.3278], [-1.8717, -4.5875, 0.7630], [-2.6458, -3.4244, -0.4982], [2.1150, 3.0823, -0.7516], [0.8864, 3.7845, 0.2677], [2.5383, 3.4147, 0.9320], [0.6906, 1.8813, 1.5886], [2.0779, 1.0507, 0.8617], [0.5824, -0.7988, 0.1829], [-1.2002, -1.7164, -0.8814], [-1.9314, 0.0002, -1.3702], [0.0540, -3.0729, 0.4882], [-0.3736, 1.8452, -0.8711]]}

=====

It comes down to w, which is 13.6 kcal/mol more stable than the next structure.

=====

w | {"formula": "C4H12N3", "method": "the ωB97M-V functional and the def2-TZVPD basis", "smiles": "N/C=C(\\[NH3+])CCN", "charge": 1, "species": ["C", "C", "C", "C", "N", "N", "N", "H", "H", "H", "H", "H", "H", "H", "H", "H", "H", "H", "H"], "positions_angstrom": [[-1.8096, -0.5786, -0.8993], [-0.3328, -0.8915, -0.2107], [0.2311, 0.2434, 0.4664], [0.8184, 0.0878, 1.7191], [1.9497, 0.5795, 2.3806], [0.8659, 1.3510, -0.3609], [-2.0265, -0.3692, -2.3969], [-2.5371, -1.3895, -0.5132], [-1.9562, 0.3245, -0.3031], [-0.2579, -1.7273, 0.5672], [0.3322, -1.3355, -0.9551], [0.2812, -0.5252, 2.3744], [2.8746, 0.1264, 2.1666], [1.9246, 0.8415, 3.3528], [1.8438, 1.5665, 0.0629], [1.1220, 0.8596, -1.1995], [0.5178, 2.2852, -0.6515], [-2.7196, -0.9988, -2.6576], [-1.1216, -0.4499, -2.9422]]}

=====

x | {"formula": "C4H12N3", "method": "the ωB97M-V functional and the def2-TZVPD basis", "charge": 1, "species": ["C", "C", "N", "H", "H", "H", "H", "H", "H", "C", "C", "N", "N", "H", "H", "H", "H", "H", "H"], "positions_angstrom": [[0.6587, -1.8004, 0.5577], [1.6945, -2.1080, 1.2888], [-0.4461, -1.0138, 1.1246], [0.5107, -2.0415, -0.4838], [2.5077, -2.6843, 0.8794], [1.7988, -1.8216, 2.3249], [-0.2300, -0.7478, 2.0890], [-0.5834, -0.1215, 0.6050], [-1.3189, -1.5417, 1.1270], [-0.8576, 1.0035, -1.3335], [-0.0671, 1.7040, -0.5102], [-0.4998, 2.4145, 0.6288], [-0.4450, 0.3870, -2.5264], [-1.9308, 1.0356, -1.1790], [1.0036, 1.6441, -0.6630], [-1.5088, 2.4002, 0.7037], [-0.1917, 3.3778, 0.6266], [-0.6415, -0.6063, -2.5713], [0.5469, 0.5203, -2.6881]]}

=====

y | {"formula": "C4H12N3", "method": "the ωB97M-V functional and the def2-TZVPD basis", "smiles": "CCCNC(N)=[NH2+]", "charge": 1, "species": ["C", "C", "C", "N", "C", "N", "N", "H", "H", "H", "H", "H", "H", "H", "H", "H", "H", "H", "H"], "positions_angstrom": [[-1.2082, 1.8730, 1.5813], [-0.8002, 1.6754, 0.0827], [0.4558, 0.8334, -0.0254], [-0.0027, -0.5909, -0.2535], [0.7150, -1.5847, -0.7030], [2.0510, -1.4516, -0.9252], [0.1767, -2.8455, -0.8525], [-0.4498, 2.2248, 2.2703], [-1.9905, 2.6407, 1.5837], [-1.7006, 0.9484, 1.8978], [-0.5334, 2.6736, -0.2823], [-1.7193, 1.4096, -0.4350], [1.0702, 0.7617, 0.8701], [0.9681, 1.0381, -0.9692], [-0.9411, -0.8141, 0.0458], [2.4747, -0.5442, -0.8771], [2.2351, -2.0511, -1.7301], [-0.7382, -2.8843, -1.3004], [-0.0625, -3.3122, 0.0220]]}

=====

z | {"formula": "C4H12N3", "method": "the ωB97M-V functional and the def2-TZVPD basis", "charge": 1, "species": ["C", "C", "C", "C", "N", "N", "N", "H", "H", "H", "H", "H", "H", "H", "H", "H", "H", "H", "H"], "positions_angstrom": [[-1.1921, 0.4747, -1.1463], [-2.1757, 0.2759, -0.0670], [1.2650, -0.7739, -0.3869], [0.6935, 0.6264, -0.2365], [-1.2513, 0.1630, -2.3190], [0.4873, 0.7327, 1.2372], [0.5964, -1.6402, 0.5683], [-1.8920, -0.7100, 0.4964], [-2.0701, 1.0171, 0.7285], [-3.2874, 0.2098, -0.4386], [1.2862, -1.2252, -1.3863], [2.2452, -0.7273, -0.0599], [1.3931, 1.3466, -0.7452], [-0.4198, 0.2639, -2.9249], [0.4505, -0.3162, 1.5057], [-0.3630, 1.2503, 1.3682], [1.1112, -2.5227, 0.7450], [-0.3408, -1.9753, 0.3886], [1.1660, 1.3022, 1.7307]]}

=====

It comes down to y, which is 36.7 kcal/mol more stable than the next structure.

=====

w | {"formula": "H10O5", "method": "the ωB97M-V functional and the def2-TZVPD basis", "smiles": "O.O.O.O.O", "species": ["O", "H", "H", "O", "H", "H", "O", "H", "H", "O", "H", "H", "O", "H", "H"], "positions_angstrom": [[18.3084, 4.1955, 5.0783], [17.4062, 4.5130, 5.0396], [18.8109, 4.9402, 5.4085], [16.8692, 9.6642, 1.8511], [17.4015, 9.3405, 1.1244], [16.6267, 8.8777, 2.3398], [18.8873, 7.2857, 8.9566], [18.3807, 7.5886, 9.7101], [19.6863, 6.9198, 9.3360], [18.4639, 1.5983, 1.6348], [18.3849, 1.8656, 2.5505], [19.3290, 1.9089, 1.3679], [14.3716, 6.5053, 4.7217], [13.9831, 6.8402, 5.5298], [13.6293, 6.3894, 4.1286]]}

=====

x | {"formula": "H10O5", "method": "the ωB97M-V functional and the def2-TZVPD basis", "smiles": "O.O.O.O.O", "species": ["H", "H", "H", "H", "H", "H", "H", "H", "H", "H", "O", "O", "O", "O", "O"], "positions_angstrom": [[-1.0475, 1.7642, 0.3476], [0.0287, 1.1414, -0.3581], [3.4247, 3.4319, 0.7184], [3.1848, 2.0837, 1.4496], [1.6030, -2.3206, 2.7420], [0.4451, -2.7737, 1.8827], [-1.7466, -3.5569, -2.1689], [-1.9054, -2.3429, -1.2676], [-1.9145, 2.6676, -2.1270], [-2.0908, 1.3095, -2.5501], [-0.7029, 0.8673, 0.1108], [3.3210, 3.0456, 1.5847], [1.1937, -3.0527, 2.4289], [-2.4072, -2.9545, -1.7974], [-1.4023, 1.9187, -2.1607]]}

=====

It comes down to w, which is 14.8 kcal/mol more stable than the next structure.